Computed, not measured: a molecular structure, C24H18CuF4N4, with wB97M-V/def2-TZVPD.

Results
- Lowest unoccupied orbital energy (spin up / spin down): -0.29685 / -0.38719 Ha
- Net charge: +2
- Gap between HOMO and LUMO (spin up / spin down): 6.26 / 3.80 eV
- ⟨S²⟩: 0.766
- Calculated total energy: -3183.53169 a.u.
- HOMO energy (spin up / spin down): -14.34 / -14.34 eV
- Energy relative to the best compared isomer or geometry (same formula, charge and spin): 0.00 kcal per mole
- Spin multiplicity: 2

Each line ends with the Löwdin spin population.
Cartesian coordinates (Å):
Cu 9.09506 8.69754 14.38535  0.286
F 6.76791 11.09750 11.40415  -0.002
F 5.16029 7.55522 8.55875  -0.003
F 6.04984 12.89784 9.49461  0.002
F 4.55653 9.34887 6.70967  0.004
N 4.69973 11.41779 4.52883  0.016
N 7.68214 8.67406 13.21329  0.003
N 5.87625 14.58751 6.96543  0.014
N 6.21598 5.70181 10.83510  -0.009
C 5.46694 8.82678 8.80105  -0.008
C 9.68474 8.50835 16.63518  0.078
C 10.64403 11.90860 15.03409  0.000
C 6.27077 6.88526 10.94217  0.000
C 11.26061 8.05296 14.83140  0.158
C 10.43943 7.59133 15.89394  0.017
C 8.87436 7.99179 17.76716  0.013
C 8.80412 10.93447 16.93556  0.036
C 10.57287 10.40765 15.19355  0.021
C 7.05655 8.56676 12.27972  0.004
C 4.97655 11.68025 5.62699  0.001
C 5.96621 11.60262 9.29307  0.005
C 12.11878 7.04146 14.11893  0.034
C 12.50057 9.96088 13.67016  0.010
C 5.42338 11.14506 7.97843  -0.011
C 5.30273 12.04247 6.95013  0.022
C 6.05347 9.22540 10.10384  0.002
C 6.25667 10.70381 10.24674  -0.005
C 5.67854 13.43927 6.99407  0.001
C 9.68782 9.93456 16.23463  0.181
C 5.11090 9.74102 7.84166  0.011
C 6.33997 8.30051 11.03315  -0.010
C 10.57757 6.14358 16.33318  -0.001
C 11.38269 9.45928 14.53084  0.068
H 12.52250 7.35637 13.17591  0.001
H 11.52637 12.22484 15.63794  0.000
H 10.16999 5.90713 17.33612  0.000
H 10.89056 12.28137 14.03442  0.000
H 11.60325 5.90613 16.44579  0.000
H 11.65290 6.02846 14.06500  0.005
H 12.94829 6.82951 14.76917  0.016
H 8.11903 7.24154 17.64870  0.004
H 10.15928 5.41257 15.60855  0.000
H 9.35314 11.85381 17.27037  0.011
H 9.75027 12.50793 15.28090  0.000
H 8.26667 8.86514 18.19515  0.000
H 9.48271 7.55250 18.56074  0.005
H 12.66606 9.50826 12.70158  0.002
H 12.40021 10.99700 13.40663  0.000
H 13.41989 9.78948 14.20424  0.005
H 8.14783 11.26046 16.15032  0.014
H 8.27680 10.47995 17.73995  0.000